1.
{
  "formula": "C26H29ClN3O2S2Ta",
  "method": "ωB97M-V/def2-TZVPD",
  "gap_ev": 6.47,
  "mol_weight_g_mol": 696.07,
  "elements": ["Ta", "C", "N", "C", "C", "N", "C", "C", "C", "C", "C", "C", "C", "S", "C", "C", "C", "C", "C", "C", "S", "H", "H", "H", "H", "H", "H", "H", "H", "H", "H", "H", "H", "H", "H", "H", "H", "H", "H", "Cl", "C", "C", "O", "O", "H", "H", "C", "C", "C", "C", "C", "C", "C", "C", "N", "H", "H", "H", "H", "H", "H", "H", "H", "H"],
  "xyz": [[0.5997, 0.1847, 0.7989], [-0.6492, -3.7474, -0.6692], [-1.2034, -2.6466, -1.4553], [-2.6577, -2.5711, -1.4719], [-3.2863, -1.1524, -1.6578], [-3.1156, -0.2346, -0.5240], [-3.1943, -0.6615, 0.8422], [-3.4565, 1.1102, -0.8196], [-4.6198, 1.5275, -1.4297], [-4.6877, 2.8443, -1.9515], [-3.6320, 3.7748, -1.8233], [-2.5463, 3.4243, -1.0443], [-2.4898, 2.1146, -0.5113], [-1.0721, 1.8885, 0.5708], [-0.5002, -2.2035, -2.5933], [-0.4697, -3.0694, -3.7146], [0.1677, -2.8099, -4.9029], [0.8742, -1.6068, -5.0368], [1.0427, -0.8301, -3.9068], [0.2869, -0.9928, -2.7174], [0.5002, 0.4283, -1.5496], [-1.3061, -4.6083, -0.6541], [-0.4353, -3.5213, 0.3879], [0.3549, -4.0232, -1.0713], [-3.1230, -3.1002, -0.6208], [-2.9685, -3.0856, -2.4138], [-4.3627, -1.3125, -1.8620], [-2.8713, -0.6318, -2.5438], [-4.1853, -1.1110, 1.0121], [-3.0743, 0.2260, 1.4941], [-2.4399, -1.4450, 1.0488], [-5.4640, 0.8630, -1.5249], [-5.5741, 3.1815, -2.5244], [-3.7328, 4.7679, -2.3050], [-1.7516, 4.1302, -0.7894], [-0.9750, -4.0457, -3.6177], [0.0970, -3.5091, -5.7138], [1.3554, -1.3538, -5.9678], [1.7986, -0.0613, -3.8664], [2.8191, -4.4342, 1.9577], [3.1233, -3.0695, 0.8481], [2.2597, -2.0333, 1.6270], [2.4737, -1.6687, 2.7507], [1.1063, -1.7624, 0.9476], [2.8817, -3.3413, -0.1816], [4.2065, -2.8664, 0.8922], [0.5682, 1.6452, 4.1683], [2.0071, 2.0665, 3.9352], [2.7639, 2.5607, 4.9984], [4.0004, 3.1163, 4.7851], [4.5411, 3.0750, 3.4777], [3.8614, 2.6343, 2.3377], [4.4431, 2.7102, 0.9597], [2.5794, 1.9070, 2.5737], [1.9227, 1.2547, 1.5754], [-0.0086, 2.2839, 4.7981], [0.5907, 0.6145, 4.6033], [0.0436, 1.5261, 3.1948], [2.4726, 2.4606, 6.0994], [4.6348, 3.5564, 5.5754], [5.5664, 3.4375, 3.3486], [5.3593, 3.3682, 1.0090], [3.7520, 3.1225, 0.2263], [4.7991, 1.7052, 0.5922]],
  "forces_ev_per_angstrom": [[1.8, 1.5, 0.1], [1.2, 0.1, 0.0], [0.0, 1.0, 2.0], [-0.4, 0.5, -1.6], [0.0, -0.2, 0.8], [0.4, 0.5, -0.9], [-0.5, -0.4, 0.0], [1.7, 0.6, 0.9], [0.0, 1.4, -0.8], [-0.1, 0.3, -0.3], [-1.2, -0.3, -0.3], [0.0, -0.8, 0.7], [0.5, 0.0, -0.5], [-0.4, 0.6, 1.2], [1.1, 0.7, -1.2], [-0.6, -0.6, 0.9], [0.1, 1.2, -0.1], [0.0, -1.0, 0.5], [-0.5, 0.5, 0.8], [0.3, -1.4, 0.4], [0.2, -1.0, -1.8], [-0.1, -0.4, -0.3], [-0.3, 0.4, -0.3], [-0.9, 0.0, 0.1], [0.5, 0.3, -0.3], [-0.3, -0.1, 0.6], [0.2, -0.2, 0.0], [-0.1, -0.4, 0.4], [0.0, 0.0, 0.5], [0.0, -0.7, -0.2], [-0.1, 0.4, 0.1], [0.0, -0.2, -0.2], [0.5, -0.5, 0.5], [0.2, -0.8, 0.5], [-0.3, -0.3, -0.2], [0.1, 0.6, 0.1], [0.0, -0.2, -0.3], [0.3, 0.0, 0.0], [-0.2, 0.4, -0.4], [0.2, -1.1, -0.3], [0.6, 0.4, 1.2], [-0.3, -0.4, -0.7], [0.1, 0.1, -0.9], [0.3, 1.2, 0.6], [-0.5, 0.3, 0.4], [-0.6, 0.2, 0.2], [0.9, -2.2, -1.0], [-0.1, -0.7, -1.9], [-0.2, 0.1, 1.5], [1.4, -0.2, -1.2], [0.0, 0.7, -0.1], [-1.9, -2.1, 1.3], [1.7, -0.2, 0.0], [1.7, 2.8, 2.2], [-3.0, -2.1, -1.3], [-0.2, 0.6, 0.5], [-0.2, 0.7, -0.1], [0.2, 0.3, 0.6], [-0.3, 0.3, -1.8], [-0.6, -0.5, -0.3], [-0.4, 0.1, -0.1], [-0.9, -0.6, -0.2], [-0.1, -0.1, 0.0], [-0.5, 0.9, 0.3]]
}



2.
{
  "formula": "C25H54BBr2Cl2N2O4P",
  "method": "ωB97M-V/def2-TZVPD",
  "de_lowest_kj_mol": 0.0,
  "gap_ev": 9.02,
  "mol_weight_g_mol": 719.22,
  "elements": ["C", "C", "C", "C", "C", "C", "C", "C", "C", "N", "O", "C", "C", "O", "C", "C", "C", "C", "C", "C", "C", "O", "C", "P", "N", "C", "Br", "C", "C", "Br", "B", "C", "O", "H", "H", "H", "H", "H", "H", "H", "H", "H", "H", "H", "H", "H", "H", "H", "H", "H", "H", "H", "H", "H", "H", "H", "H", "H", "H", "H", "H", "H", "H", "H", "H", "H", "H", "H", "H", "H", "H", "H", "H", "H", "H", "H", "H", "H", "H", "H", "H", "H", "H", "Cl", "C", "C", "Cl", "H", "H", "H", "H"],
  "xyz": [[5.5249, 1.3232, 0.9754], [4.2851, 1.1796, 0.0665], [4.0244, 2.4854, -0.7125], [3.2130, 2.3307, -2.0066], [1.6886, 2.1912, -1.8511], [1.0297, 3.3079, -1.0127], [-0.2611, 3.8891, -1.6366], [-1.3947, 4.0180, -0.5938], [-2.7484, 4.3649, -1.2350], [-3.9156, 3.9501, -0.4370], [1.4319, 0.9388, -1.2346], [0.1633, 0.4429, -1.5719], [0.0857, -1.0161, -1.1024], [0.4750, -1.1219, 0.2314], [-0.2716, -0.2721, 1.0963], [-0.4294, -0.8953, 2.4989], [0.9572, -1.2133, 3.0817], [-1.2069, 0.1411, 3.3597], [-2.2734, -0.4359, 4.3252], [-1.8874, -1.7839, 4.9661], [-3.6834, -0.5317, 3.6705], [-1.2655, -1.4945, -1.1147], [-2.0830, -1.2728, -2.2297], [-3.0883, 0.2985, -2.0123], [-3.4753, 0.7180, -0.5456], [-2.8840, -2.5703, -2.4848], [-3.3177, -2.6505, -4.4005], [-4.1285, -2.9122, -1.6502], [-5.4552, -2.2021, -1.9941], [-3.7520, -2.7403, 0.2565], [1.1165, -1.9320, -1.9549], [0.8060, -2.5139, -3.3885], [2.3700, -2.1773, -1.4090], [5.2883, 1.9238, 1.8652], [5.9163, 0.3668, 1.3410], [6.3484, 1.8188, 0.4482], [4.4108, 0.3337, -0.6217], [3.4235, 0.9641, 0.7101], [3.5633, 3.2138, -0.0350], [5.0038, 2.9025, -0.9877], [3.4184, 3.1841, -2.6648], [3.5866, 1.4300, -2.5198], [1.2532, 2.2156, -2.8624], [0.7647, 2.8501, -0.0470], [1.7527, 4.0994, -0.8002], [-0.6148, 3.2273, -2.4402], [-0.0369, 4.8795, -2.0477], [-1.0966, 4.8124, 0.1018], [-1.4668, 3.0684, -0.0400], [-2.7877, 3.8875, -2.2268], [-2.7843, 5.4486, -1.4034], [-3.6109, 3.5771, 0.4510], [-4.4361, 3.2324, -0.9186], [0.0494, 0.4872, -2.6743], [-0.6531, 1.0518, -1.1460], [-1.2760, -0.0819, 0.6968], [0.2497, 0.6969, 1.1969], [-1.0359, -1.8037, 2.3808], [1.5581, -1.8050, 2.3829], [0.8857, -1.7905, 4.0153], [1.4771, -0.2775, 3.3273], [-1.7500, 0.7901, 2.6538], [-0.5014, 0.7934, 3.8896], [-2.3587, 0.2810, 5.1568], [-2.5729, -1.9953, 5.7987], [-0.8607, -1.7634, 5.3429], [-1.9813, -2.5950, 4.2296], [-3.7265, -0.0121, 2.7050], [-4.4418, -0.0694, 4.3139], [-3.9770, -1.5775, 3.5037], [-1.5091, -1.0816, -3.1519], [-4.1511, 0.1003, -2.9132], [-2.2851, 1.2549, -2.6712], [-3.0687, 1.6282, -0.3509], [-2.1679, -3.3894, -2.3377], [-4.2808, -3.9909, -1.7792], [-6.2378, -2.9570, -2.1496], [-5.3976, -1.6152, -2.9128], [-5.7893, -1.5618, -1.1741], [1.2912, -3.5004, -3.4736], [-0.2467, -2.6490, -3.6477], [1.2909, -1.8850, -4.1492], [2.5080, -3.1151, -1.2848], [6.0283, -1.9622, 2.8332], [6.1342, -3.0888, 1.4566], [4.7882, -3.6232, 1.0444], [4.1043, -4.7287, 2.2640], [6.8078, -3.8944, 1.7377], [6.5741, -2.5329, 0.6296], [4.9005, -4.1982, 0.1259], [4.0754, -2.8183, 0.8785]],
  "forces_ev_per_angstrom": [[0.0, 0.0, 0.0], [0.2, 0.3, 0.4], [0.2, -0.2, 0.0], [-0.1, -0.2, 0.2], [0.7, 0.6, 0.3], [-0.3, -0.1, -0.1], [0.0, -0.1, 0.6], [0.3, 0.2, -0.5], [0.1, -0.1, 0.0], [0.3, 0.3, -0.2], [-0.1, -0.4, -0.5], [-0.1, 0.1, -0.4], [0.9, 0.4, 0.3], [-0.3, 0.0, 0.0], [-0.3, 0.2, 0.8], [0.3, 0.6, -0.3], [-0.3, -0.3, 0.3], [-0.3, -0.4, -0.4], [-0.1, 0.1, 0.2], [-0.2, 0.3, -0.2], [0.2, 0.0, 0.0], [-0.2, -0.2, -0.5], [-0.2, 0.1, -0.3], [0.0, 0.2, 0.7], [0.1, -0.2, -0.6], [0.3, -0.1, 0.4], [-0.1, -0.1, 0.1], [-0.4, -0.3, -0.5], [-0.2, -0.1, 0.2], [0.1, -0.1, 0.0], [0.3, 0.0, 0.0], [0.0, -0.5, 0.2], [-1.0, 0.3, 0.3], [0.1, 0.0, -0.2], [-0.3, 0.1, -0.1], [-0.1, 0.0, 0.0], [-0.1, 0.2, 0.1], [0.0, -0.2, -0.3], [0.1, 0.0, -0.1], [-0.2, 0.0, 0.0], [-0.2, -0.1, 0.1], [-0.2, 0.2, 0.0], [0.0, -0.2, 0.1], [0.2, 0.1, -0.2], [-0.1, 0.0, -0.1], [0.1, 0.2, 0.0], [-0.2, -0.2, -0.2], [-0.2, -0.3, 0.2], [0.0, 0.2, 0.0], [-0.1, 0.1, 0.2], [0.0, -0.1, -0.1], [-0.2, 0.0, 0.1], [-0.1, -0.1, 0.2], [-0.1, 0.0, 0.2], [0.2, -0.1, 0.2], [0.2, -0.1, 0.0], [0.0, -0.2, 0.0], [0.2, 0.1, 0.0], [-0.1, 0.2, 0.1], [0.0, 0.2, -0.2], [0.0, -0.2, -0.2], [0.1, 0.0, 0.2], [0.0, -0.2, 0.0], [0.0, -0.1, -0.2], [0.2, -0.1, -0.2], [-0.2, -0.1, 0.1], [0.1, 0.1, 0.2], [0.0, -0.1, 0.1], [0.1, -0.2, -0.1], [0.0, 0.2, 0.0], [0.0, -0.1, 0.3], [0.1, 0.0, -0.1], [-0.1, -0.2, -0.3], [-0.1, -0.1, 0.2], [-0.1, 0.3, -0.1], [0.1, 0.3, 0.0], [0.2, 0.2, 0.1], [0.0, -0.1, 0.1], [0.2, 0.0, -0.2], [-0.1, 0.2, -0.1], [0.1, 0.1, -0.1], [-0.1, 0.0, 0.1], [0.4, -0.4, -0.3], [0.0, -0.1, 0.1], [0.1, 0.0, -0.1], [0.0, 0.0, -0.1], [0.0, 0.0, 0.0], [0.0, 0.0, 0.0], [0.0, 0.0, 0.0], [0.0, 0.0, 0.0], [0.0, 0.0, 0.0]]
}